No. 1
Entry from OMol25: C50H46CsN2O3PTe as an isolated structure (wB97M-V/def2-TZVPD).

Output
HOMO-LUMO gap (hartree): 0.2498
Charge: 0

Element x y z (Å)
Cs  0.193  -0.590  -0.182
N  -2.869  -0.424  1.434
C  -4.030  -0.066  0.806
C  -5.078  -0.988  0.706
C  -6.299  -0.621  0.182
C  -6.507  0.678  -0.259
C  -5.475  1.595  -0.197
C  -4.232  1.238  0.318
P  -2.810  2.397  0.343
C  -3.735  3.984  0.323
C  -4.009  4.725  -0.822
C  -4.728  5.904  -0.725
C  -5.169  6.361  0.506
C  -4.892  5.631  1.650
C  -4.178  4.450  1.558
C  -2.300  2.334  -1.424
C  -1.079  2.932  -1.726
C  -0.634  2.998  -3.034
C  -1.395  2.442  -4.052
C  -2.604  1.836  -3.757
C  -3.057  1.777  -2.450
H  -2.068  0.178  1.301
H  -2.624  -1.402  1.452
H  -4.912  -1.995  1.060
H  -7.094  -1.348  0.116
H  -7.461  0.973  -0.666
H  -5.634  2.602  -0.560
H  -3.671  4.379  -1.789
H  -4.946  6.469  -1.619
H  -5.737  7.278  0.572
H  -5.231  5.983  2.613
H  -3.961  3.867  2.444
H  -0.502  3.389  -0.929
H  0.296  3.498  -3.265
H  -1.063  2.502  -5.079
H  -3.212  1.423  -4.551
H  -4.021  1.338  -2.236
C  1.439  -7.801  0.867
C  0.990  -6.374  0.731
C  0.791  -5.567  1.836
C  0.351  -4.254  1.710
C  0.315  -3.405  2.890
O  0.614  -2.212  2.889
C  -0.086  -4.075  4.160
C  0.530  -3.745  5.364
C  0.118  -4.338  6.542
C  -0.927  -5.248  6.532
C  -1.549  -5.578  5.338
C  -1.126  -5.001  4.156
C  -0.032  -3.712  0.431
O  -0.711  -2.654  0.356
C  0.311  -4.525  -0.715
C  0.791  -5.814  -0.526
C  0.099  -4.031  -2.064
N  -0.054  -2.784  -2.312
C  -0.435  -2.344  -3.632
C  -1.953  -2.361  -3.741
Te  -2.846  -1.746  -1.871
C  -3.526  -3.718  -1.471
C  -3.239  -4.379  -0.289
C  -3.670  -5.678  -0.084
C  -4.408  -6.335  -1.054
C  -4.734  -5.668  -2.224
C  -4.310  -4.365  -2.422
C  0.044  -5.068  -3.132
C  -1.120  -5.799  -3.330
C  -1.192  -6.731  -4.349
C  -0.097  -6.954  -5.168
C  1.070  -6.236  -4.967
C  1.140  -5.294  -3.957
H  1.587  -8.068  1.911
H  2.374  -7.970  0.333
H  0.690  -8.473  0.449
H  1.024  -5.950  2.821
H  1.339  -3.029  5.364
H  0.608  -4.094  7.475
H  -1.261  -5.696  7.456
H  -2.361  -6.292  5.334
H  -1.607  -5.253  3.223
H  1.034  -6.422  -1.388
H  -0.010  -2.963  -4.436
H  -0.075  -1.315  -3.754
H  -2.283  -3.378  -3.940
H  -2.296  -1.715  -4.547
H  -2.649  -3.886  0.465
H  -3.427  -6.181  0.841
H  -4.735  -7.353  -0.889
H  -5.324  -6.160  -2.985
H  -4.585  -3.848  -3.334
H  -1.964  -5.636  -2.677
H  -2.106  -7.284  -4.505
H  -0.149  -7.686  -5.961
H  1.929  -6.407  -5.603
H  2.051  -4.734  -3.793
C  2.843  -0.014  3.135
C  2.935  0.170  1.655
C  4.230  -0.272  1.028
O  2.033  0.634  0.989
H  3.820  -0.103  3.600
H  2.278  -0.932  3.305
H  2.270  0.793  3.584
H  5.033  0.370  1.388
H  4.178  -0.198  -0.058
H  4.458  -1.294  1.323

Results of the Mulliken charge analysis, in e, for atoms 1 through 99:
1. Cs 1.7193
2. N -0.3197
3. C -0.4895
4. C -0.3227
5. C -0.7570
6. C -0.7351
7. C -0.1625
8. C 1.0578
9. P -0.2965
10. C 0.1827
11. C 0.0044
12. C -0.7499
13. C -0.4769
14. C -0.6329
15. C -0.4840
16. C 0.9376
17. C -0.6349
18. C -0.6546
19. C -0.5790
20. C -0.6003
21. C -0.2784
22. H -0.1447
23. H 0.1984
24. H 0.5192
25. H 0.4217
26. H 0.4044
27. H 0.4208
28. H 0.3206
29. H 0.4071
30. H 0.3791
31. H 0.3905
32. H 0.3764
33. H 0.4210
34. H 0.4482
35. H 0.4029
36. H 0.4655
37. H 0.3998
38. C -1.6871
39. C -0.0482
40. C -0.2875
41. C 0.1456
42. C -0.2402
43. O -0.6985
44. C 0.3819
45. C -0.3556
46. C -0.7279
47. C -0.3635
48. C -0.8184
49. C -0.1001
50. C -0.0903
51. O -1.1092
52. C 1.1927
53. C -0.7737
54. C -0.2237
55. N 0.0194
56. C -0.7510
57. C -0.8494
58. Te 0.1327
59. C 0.0594
60. C 0.2994
61. C -0.5758
62. C -0.7338
63. C -0.7528
64. C -0.4401
65. C -0.7338
66. C 0.5082
67. C -0.8111
68. C -0.5756
69. C -0.7930
70. C 0.1061
71. H 0.3728
72. H 0.3641
73. H 0.3152
74. H 0.4513
75. H 0.3925
76. H 0.3886
77. H 0.3919
78. H 0.3952
79. H 0.6904
80. H 0.5918
81. H 0.2679
82. H 0.4274
83. H 0.3184
84. H 0.6147
85. H 0.3034
86. H 0.4662
87. H 0.4106
88. H 0.4399
89. H 0.4904
90. H 0.3555
91. H 0.4800
92. H 0.3860
93. H 0.4270
94. H 0.4820
95. C -0.5672
96. C 0.7864
97. C -1.2701
98. O -0.6693
99. H 0.3883

No. 2
Entry from OMol25: C50H46FN2O7P2Re as an isolated structure (wB97M-V/def2-TZVPD).

Output
HOMO-LUMO gap (alpha / beta) (hartree): 0.2720 / 0.2652
Spin multiplicity: 2
Charge: +1

Element x y z (Å)
Re  0.050  -0.620  0.054
O  -1.114  -2.284  5.750
C  -0.908  -1.994  4.455
C  -1.949  -1.814  3.542
C  -1.621  -1.532  2.232
N  -0.351  -1.496  1.834
C  0.649  -1.524  2.719
C  0.416  -1.789  4.049
C  1.964  -1.041  2.136
O  2.966  -0.936  2.787
O  1.860  -0.679  0.853
C  -2.573  -0.992  1.187
O  -3.754  -0.881  1.385
O  -1.950  -0.575  0.095
H  -2.053  -2.399  5.929
H  -2.993  -1.834  3.830
H  1.235  -1.806  4.752
C  1.949  -4.380  2.090
C  1.763  -3.967  0.624
C  2.870  -4.647  -0.193
C  0.363  -4.294  0.129
C  -0.171  -5.540  0.458
C  -1.419  -5.935  0.017
C  -2.171  -5.078  -0.764
C  -1.695  -3.820  -1.118
C  -2.556  -2.952  -2.016
C  -2.552  -3.494  -3.450
C  -3.992  -2.833  -1.507
C  -0.421  -3.439  -0.660
N  0.079  -2.133  -1.075
C  0.416  -2.126  -2.474
C  1.168  -3.154  -3.033
C  1.517  -3.152  -4.373
C  1.092  -2.127  -5.204
C  0.288  -1.124  -4.690
C  -0.042  -1.148  -3.350
F  -0.920  -0.221  -2.918
H  2.825  -3.887  2.513
H  2.118  -5.454  2.171
H  1.082  -4.142  2.706
H  1.914  -2.894  0.531
H  2.687  -5.721  -0.268
H  3.829  -4.505  0.306
H  2.970  -4.242  -1.196
H  0.413  -6.218  1.065
H  -1.805  -6.910  0.282
H  -3.146  -5.391  -1.111
H  -2.141  -1.948  -2.025
H  -3.022  -4.479  -3.489
H  -1.544  -3.590  -3.854
H  -3.120  -2.830  -4.103
H  -4.495  -3.801  -1.497
H  -4.562  -2.183  -2.173
H  -4.045  -2.411  -0.503
H  1.456  -3.981  -2.407
H  2.108  -3.965  -4.770
H  1.355  -2.123  -6.253
H  -0.124  -0.341  -5.313
O  -0.139  1.098  1.303
P  0.485  2.430  1.641
C  1.553  2.991  0.278
P  0.894  2.369  -1.304
O  0.880  0.866  -1.260
C  -0.717  3.140  -1.481
C  -1.872  2.369  -1.543
C  -3.111  2.989  -1.633
C  -3.197  4.371  -1.656
C  -2.045  5.147  -1.589
C  -0.809  4.534  -1.505
C  1.986  2.922  -2.603
C  2.619  4.163  -2.574
C  3.435  4.546  -3.626
C  3.624  3.690  -4.702
C  3.001  2.451  -4.728
C  2.184  2.061  -3.681
C  1.461  2.297  3.132
C  0.768  1.878  4.271
C  1.447  1.681  5.459
C  2.816  1.908  5.518
C  3.505  2.332  4.394
C  2.830  2.525  3.198
C  -0.792  3.646  1.907
C  -2.114  3.320  1.627
C  -3.107  4.267  1.831
C  -2.778  5.526  2.308
C  -1.456  5.848  2.595
C  -0.461  4.907  2.402
H  2.557  2.570  0.378
H  1.611  4.081  0.289
H  -1.820  1.294  -1.503
H  -4.006  2.384  -1.676
H  -4.164  4.852  -1.723
H  -2.113  6.226  -1.607
H  0.083  5.149  -1.465
H  2.485  4.839  -1.739
H  3.927  5.508  -3.604
H  4.266  3.988  -5.519
H  3.159  1.782  -5.564
H  1.712  1.087  -3.686
H  -0.301  1.703  4.222
H  0.911  1.353  6.339
H  3.347  1.752  6.447
H  4.571  2.502  4.442
H  3.388  2.840  2.327
H  -2.364  2.335  1.253
H  -4.137  4.017  1.617
H  -3.555  6.261  2.468
H  -1.206  6.827  2.980
H  0.566  5.151  2.649

Results of the Mulliken charge analysis, in e, for atoms 1 through 99:
1. Re 1.7994
2. O -0.5408
3. C 0.5971
4. C -0.7969
5. C -0.1890
6. N 1.3016
7. C 0.3153
8. C -0.7138
9. C 0.4932
10. O -0.7363
11. O -0.9577
12. C -0.0387
13. O -0.7007
14. O -0.7283
15. H 0.3451
16. H 0.5294
17. H 0.5637
18. C -2.0945
19. C 1.2918
20. C -1.6342
21. C 0.6460
22. C -0.0408
23. C -1.5129
24. C -0.0096
25. C 0.8172
26. C 1.8661
27. C -1.5706
28. C -1.5368
29. C -1.2629
30. N 2.3027
31. C 1.1046
32. C -0.7182
33. C -1.2574
34. C -0.7331
35. C -0.8661
36. C -0.1379
37. F -0.1379
38. H 0.4641
39. H 0.5549
40. H 0.3432
41. H 0.0187
42. H 0.3278
43. H 0.5014
44. H 0.3784
45. H 0.3852
46. H 0.4226
47. H 0.3941
48. H -1.1116
49. H 0.3733
50. H 0.2807
51. H 0.4363
52. H 0.3793
53. H 0.4199
54. H 0.1896
55. H 0.5198
56. H 0.4685
57. H 0.4763
58. H 0.5805
59. O 0.2719
60. P 0.4657
61. C -1.1784
62. P -0.1311
63. O -0.6610
64. C 1.1616
65. C 0.3453
66. C -0.8775
67. C -0.7632
68. C -0.7158
69. C -0.9024
70. C 0.9499
71. C -0.5626
72. C -0.7564
73. C -0.6068
74. C -0.6930
75. C -0.5381
76. C 0.5099
77. C -0.5337
78. C -0.6510
79. C -0.5420
80. C -0.8265
81. C -0.3996
82. C 0.8834
83. C -0.2875
84. C -0.7168
85. C -0.6153
86. C -0.7726
87. C -0.9477
88. H 0.6179
89. H 0.7840
90. H 0.0599
91. H 0.4792
92. H 0.4273
93. H 0.4709
94. H 0.3372
95. H 0.2538
96. H 0.4330
97. H 0.4009
98. H 0.4706
99. H 0.1953

Energy across the listed records, respectively: -2897.6548 -3430.0186 Eh.